Molecular formula: C52H43BCl3N3O3P2PdS
Method: DFT, the ωB97M-V functional and the def2-TZVPD basis

The total charge is +2. Its total energy is -5011.225246 Ha. Its max |F| is 0.176 eV/A. As for the HOMO energy: -12.011 eV. The spin multiplicity is 1.

Each line ends with the Mulliken charge.
CARTESIAN COORDINATES (ANGSTROEM)
Pd 0.16120 1.68794 0.88013  -0.60
C 2.61260 2.76313 2.69867  -0.50
P 2.46495 1.84451 1.12339  1.47
C 3.56069 2.62866 -0.06898  0.19
C 3.10695 2.99520 -1.33227  -0.56
C 3.96787 3.61815 -2.22577  -0.61
C 5.27811 3.88104 -1.85736  -0.59
C 5.73454 3.52340 -0.59393  -0.78
C 4.88133 2.89784 0.29844  -0.35
C 3.16961 0.21046 1.47552  1.06
C 2.72532 -0.48106 2.60678  -0.63
C 3.32297 -1.67848 2.96583  -0.57
C 4.35165 -2.20500 2.19447  -0.89
C 4.77609 -1.53535 1.05736  -0.84
C 4.18586 -0.33222 0.69202  -0.47
C 1.41082 2.39806 3.50236  -0.11
C 1.15034 2.38026 4.84938  -1.26
C -0.20017 1.96927 5.00571  -0.95
C -0.70230 1.75097 3.74605  0.15
C -2.08584 1.42331 3.28708  -1.36
P -2.07260 1.26849 1.45349  2.22
C -3.50451 2.17266 0.81915  0.06
C -3.57255 2.37139 -0.56014  -0.13
C -4.65634 3.02763 -1.12108  -0.83
C -5.68131 3.49051 -0.30726  -0.82
C -5.62499 3.28882 1.06487  -0.94
C -4.54272 2.63062 1.63060  -0.43
C -2.58283 -0.47345 1.05625  0.90
C -3.90965 -0.82725 1.05228  -0.52
C -4.30905 -2.10444 0.63371  -0.77
C -3.40408 -3.05292 0.16091  -1.23
C -2.07186 -2.73456 0.14882  -0.76
C -1.59980 -1.47617 0.68194  2.65
N 0.28032 2.00663 2.82263  0.21
H 2.63661 3.82863 2.45166  0.52
H 3.54901 2.50717 3.19627  0.49
H 2.08058 2.80604 -1.61776  0.39
H 3.61146 3.90739 -3.20553  0.46
H 5.94660 4.37220 -2.55176  0.41
H 6.75481 3.73622 -0.30473  0.44
H 5.24474 2.61736 1.28038  0.39
H 1.94071 -0.06499 3.22974  -0.06
H 3.00115 -2.18711 3.86546  0.65
H 4.82796 -3.13190 2.48656  0.46
H 5.58516 -1.93811 0.46200  0.54
H 4.54567 0.19738 -0.18101  0.50
H 1.83703 2.64960 5.63554  0.53
H -0.74503 1.88797 5.93334  0.58
H -2.76457 2.24680 3.51675  0.77
H -2.48934 0.51985 3.74646  0.33
H -2.78262 2.00118 -1.20189  0.40
H -4.70302 3.17643 -2.19206  0.58
H -6.52513 4.00896 -0.74250  0.44
H -6.42350 3.64837 1.69965  0.46
H -4.52313 2.48386 2.70228  0.45
H -4.66763 -0.10991 1.33974  0.59
H -5.36472 -2.34978 0.65780  0.47
H -3.74954 -4.01194 -0.19812  0.59
H -1.33001 -3.44125 -0.19943  0.64
H -0.70113 -1.08610 0.18488  -1.88
Cl -6.19161 1.30465 -4.10860  -0.18
C -4.65529 0.51494 -4.12965  0.08
C -4.12584 0.01220 -2.95135  -0.84
C -2.89485 -0.61956 -2.97916  1.16
C -2.18136 -0.77364 -4.16291  -1.55
C -0.82465 -1.44248 -4.16336  -0.18
C 0.29621 -0.39253 -4.24952  -1.50
N 0.16998 0.59730 -3.19026  0.32
C -0.35694 1.85722 -3.31773  -0.15
C -0.42350 2.37508 -2.06279  -1.92
N 0.04272 1.43182 -1.17234  1.07
C 0.40288 0.38125 -1.88647  0.33
O -0.70689 -2.22871 -2.98936  -0.03
C 0.05392 -3.43169 -3.13673  -1.38
C 1.52923 -3.17383 -3.14217  0.19
C 2.22660 -2.78877 -2.03567  0.63
Cl 1.59097 -2.64182 -0.44016  0.15
S 3.87592 -2.46130 -2.35866  -0.13
C 3.65843 -2.84670 -4.01177  -0.47
C 2.37719 -3.20678 -4.28797  -0.81
C -2.74256 -0.25643 -5.32709  0.76
Cl -1.91233 -0.41615 -6.84410  -0.18
C -3.97161 0.38497 -5.32610  -0.82
H -4.68050 0.11861 -2.02899  0.78
H -2.47622 -1.02734 -2.06860  0.11
H -0.73215 -2.07866 -5.04971  0.91
H 0.23004 0.13013 -5.20181  0.62
H 1.27533 -0.86260 -4.18530  0.31
H -0.63358 2.26472 -4.27501  0.72
H -0.76457 3.34396 -1.74139  0.62
H 0.82974 -0.53325 -1.50607  -0.54
H -0.25034 -3.96044 -4.04366  0.36
H -0.21652 -4.05102 -2.28187  0.50
H 4.49612 -2.79780 -4.68882  0.49
H 2.04137 -3.50249 -5.27269  0.46
H -4.39077 0.76538 -6.24676  0.50
O -0.72248 -1.25461 3.17482  -0.20
B -0.82037 -1.99861 2.04490  1.43
O -0.19083 -3.20666 2.09871  -0.92
C 0.36945 -3.22679 3.37896  0.67
C 1.11213 -4.21904 3.97087  -0.94
C 1.56330 -3.94707 5.26043  -0.75
C 1.28174 -2.73937 5.89668  -0.82
C 0.51924 -1.74686 5.28404  -0.78
C 0.06801 -2.04095 4.02040  0.30
H 1.33471 -5.14720 3.46372  0.56
H 2.15060 -4.69173 5.77975  0.43
H 1.66004 -2.56918 6.89513  0.47
H 0.29714 -0.80256 5.76140  0.57

=====

Molecular formula: H2MgO13S3
Method: DFT, the ωB97M-V functional and the def2-TZVPD basis

The total charge is -4. Its total energy is -2373.586349 Ha. Its max |F| is 7.292 eV/A. As for the HOMO energy: 3.307 eV. The spin multiplicity is 1.

Each line ends with the Mulliken charge.
CARTESIAN COORDINATES (ANGSTROEM)
Mg 4.94979 -19.86988 1.41130  1.11
S 4.09194 -20.40939 5.70259  1.09
O 4.87598 -19.61481 6.57207  -0.69
O 3.49729 -19.59762 4.65585  -0.66
O 5.01090 -21.08794 4.85105  -0.71
O 3.17283 -21.34346 6.36528  -0.73
S 0.39469 -20.67621 -1.63179  1.12
O -0.39487 -19.64761 -0.92710  -0.74
O 1.52605 -20.94258 -0.73045  -0.66
O -0.43213 -21.85729 -1.86728  -0.74
O 0.99372 -20.13671 -2.88274  -0.73
S 6.72559 -16.27720 -0.51754  1.11
O 6.36791 -14.88728 -0.33154  -0.73
O 6.80831 -16.95096 0.75385  -0.66
O 5.65822 -17.06250 -1.12828  -0.68
O 7.91353 -16.41021 -1.32725  -0.74
O 7.06170 -22.27966 -0.35961  -0.55
H 7.70766 -22.10873 -1.04499  0.29
H 6.97964 -23.23313 -0.33959  0.29

=====

Molecular formula: C8H13N3O2S2
Method: DFT, the ωB97M-V functional and the def2-TZVPD basis

As for the SMILES: CCC(=O)Nc1nnc(SCCOC)s1. Its total energy is -1423.732938 Ha. Its max |F| is 1.832 eV/A. As for the HOMO energy: -8.512 eV. The spin multiplicity is 1.

Each line ends with the Mulliken charge.
CARTESIAN COORDINATES (ANGSTROEM)
C -2.44389 3.64111 -2.18506  -1.02
C -2.44239 3.79866 -0.66213  -0.41
C -1.04879 4.06668 -0.17728  0.41
O -0.60637 5.15821 0.08479  -0.61
N -0.19380 2.97724 -0.05046  -0.13
C -0.42071 1.64633 -0.20179  0.55
N -1.50483 1.07226 -0.58733  0.02
N -1.44081 -0.24743 -0.63808  -0.87
C -0.30624 -0.74399 -0.29795  0.56
S 0.00626 -2.44087 -0.28636  -0.07
C 1.77062 -2.44161 0.21918  -0.68
C 2.28670 -3.88031 0.24185  -0.75
O 1.54504 -4.74890 1.05065  -0.33
C 1.65373 -4.51626 2.43514  -0.68
S 0.88529 0.49724 0.15912  -0.30
H -1.88901 2.75341 -2.47500  0.29
H -3.46533 3.53596 -2.53916  0.29
H -1.99780 4.51304 -2.65799  0.32
H -2.83251 2.89009 -0.20570  0.32
H -3.05720 4.65468 -0.38139  0.32
H 0.73803 3.23603 0.25512  0.21
H 1.84025 -1.97676 1.20288  0.45
H 2.33685 -1.85537 -0.50404  0.53
H 3.34340 -3.86029 0.55576  0.38
H 2.22211 -4.30494 -0.76319  0.38
H 2.70427 -4.46302 2.74576  0.31
H 1.17487 -5.36353 2.92128  0.24
H 1.14225 -3.59765 2.74137  0.26

=====

Here are the calculated orbital gap numbers, same order: 4.9, 2.7, 8.7 (eV).
Here are the calculated relative energy (zero: lowest compared OMol25 entry of this formula, charge and spin) numbers, same order: 0.7, 169.8, 2.9 (kcal per mole).